Record 1
Formula: C41H38MnN8OPS3
Source: the OMol25 dataset
Level of theory: wB97M-V/def2-TZVPD

Values from the calculation:
**Energy above the lowest of the compared OMol25 structures with the same formula, charge and spin**: 0.355 eV
**LUMO energy (alpha / beta)**: 1.673 / 1.586 eV
**2S+1**: 2
**E**: -130218.4011 eV
**Net charge**: -1
**Frontier orbital gap (alpha / beta)**: 5.504 / 5.376 eV

XYZ file:
```
93
Properties=species:S:1:pos:R:3:lowdin_charge:R:1
Mn -0.01 0.13 -0.39 -0.143
N -3.05 1.46 0.96 0.105
C -2.97 1.33 2.34 -0.310
C -4.00 1.88 3.11 -0.048
C -4.02 1.76 4.48 -0.099
C -3.00 1.06 5.14 -0.096
C -2.00 0.50 4.38 -0.104
C -1.95 0.61 2.98 -0.281
P -0.60 -0.30 2.11 1.085
C -0.85 -1.95 2.95 -0.310
C -1.82 -2.82 2.46 -0.079
C -2.11 -4.02 3.09 -0.079
C -1.43 -4.38 4.24 -0.097
C -0.47 -3.52 4.76 -0.083
C -0.19 -2.32 4.12 -0.099
C 0.89 0.29 3.01 -0.414
C 2.05 -0.48 2.99 -0.184
C 3.21 -0.03 3.60 -0.082
C 3.22 1.20 4.25 -0.091
C 2.08 1.98 4.27 -0.079
C 0.92 1.53 3.65 -0.120
H -2.16 1.57 0.48 -0.005
H -3.67 2.21 0.68 0.089
H -4.79 2.43 2.61 0.104
H -4.83 2.21 5.05 0.098
H -3.00 0.96 6.21 0.096
H -1.21 -0.04 4.88 0.100
H -2.37 -2.56 1.57 0.069
H -2.87 -4.67 2.67 0.101
H -1.65 -5.31 4.74 0.097
H 0.07 -3.78 5.66 0.100
H 0.56 -1.67 4.55 0.096
H 2.06 -1.43 2.47 0.072
H 4.10 -0.64 3.57 0.102
H 4.13 1.56 4.72 0.097
H 2.08 2.95 4.75 0.101
H 0.04 2.16 3.65 0.099
S 1.01 0.98 -2.53 0.656
C 1.74 2.44 -1.95 -0.738
C 2.65 3.10 -2.84 -0.291
N 3.37 3.62 -3.58 0.134
C 1.48 2.98 -0.74 -0.702
S 0.36 2.27 0.41 0.648
C 2.12 4.20 -0.33 -0.299
N 2.63 5.17 0.03 0.131
S 2.16 -0.64 -0.13 0.692
C 1.90 -2.01 -1.14 -0.761
N 2.81 -2.73 -1.73 0.058
N 4.05 -2.30 -1.57 -0.013
C 5.12 -2.96 -2.16 -0.237
C 6.41 -2.45 -1.98 -0.036
C 7.49 -3.09 -2.54 -0.107
C 7.32 -4.24 -3.29 -0.123
C 6.04 -4.75 -3.47 -0.105
C 4.94 -4.12 -2.91 -0.035
N 0.63 -2.52 -1.39 0.058
N -0.31 -1.80 -1.00 -0.045
C -1.59 -2.47 -1.11 -0.231
C -2.72 -1.87 -0.57 -0.099
C -3.95 -2.49 -0.67 -0.086
C -4.08 -3.71 -1.30 -0.096
C -2.95 -4.33 -1.82 -0.086
C -1.71 -3.72 -1.72 -0.023
H 4.20 -1.40 -1.11 0.076
H 6.55 -1.54 -1.39 0.111
H 8.49 -2.68 -2.40 0.097
H 8.17 -4.74 -3.74 0.089
H 5.89 -5.65 -4.05 0.096
H 3.94 -4.50 -3.04 0.096
H -2.63 -0.92 -0.06 0.073
H -4.82 -2.00 -0.23 0.107
H -5.05 -4.20 -1.37 0.095
H -3.02 -5.30 -2.30 0.097
H -0.82 -4.20 -2.12 0.104
O -1.76 0.75 -1.58 -0.078
C -2.66 0.62 -2.40 -0.468
C -3.60 1.76 -2.70 -0.092
C -3.47 2.08 -4.21 -0.181
C -2.05 1.85 -4.77 -0.182
C -1.76 0.43 -5.29 -0.175
C -1.67 -0.64 -4.19 -0.177
N -2.78 -0.46 -3.24 0.079
H -3.29 2.60 -2.09 0.121
H -4.63 1.50 -2.42 0.120
H -3.76 3.12 -4.36 0.106
H -4.19 1.48 -4.78 0.103
H -1.30 2.11 -4.02 0.093
H -1.90 2.54 -5.61 0.109
H -0.81 0.44 -5.84 0.113
H -2.54 0.15 -6.00 0.106
H -0.74 -0.57 -3.64 0.051
H -1.73 -1.65 -4.61 0.117
H -3.66 -0.43 -3.74 0.128
```

---

Record 2
Formula: C5H11NO2
Source: the OMol25 dataset
Level of theory: wB97M-V/def2-TZVPD

Values from the calculation:
**Energy above the lowest of the compared OMol25 structures with the same formula, charge and spin**: 2.334 eV
**LUMO energy**: 0.842 eV
**E**: -10946.9334 eV
**Frontier orbital gap**: 7.827 eV
**SMILES**: CC(C)/C(O)=C(/N)O

XYZ file:
```
19
Properties=species:S:1:pos:R:3:nbo_charge:R:1
C -0.99 -0.08 0.68 -0.253
C -1.06 -1.58 0.78 -0.618
C -1.57 0.59 -0.76 -0.591
C 0.34 0.54 0.40 0.185
C 1.30 0.08 -0.44 0.342
N 2.57 0.68 -0.57 -0.859
O 0.70 1.65 1.16 -0.708
O 1.07 -0.92 -1.36 -0.705
H 0.11 1.68 1.93 0.476
H 1.63 -0.73 -2.13 0.485
H -1.56 0.45 1.45 0.205
H 3.33 0.03 -0.46 0.368
H 2.66 1.46 0.08 0.395
H -2.01 -1.97 0.43 0.210
H -0.31 -2.10 0.19 0.236
H -0.91 -1.90 1.81 0.211
H -2.63 0.36 -0.72 0.187
H -1.49 1.68 -0.83 0.213
H -1.18 0.08 -1.64 0.221
```

---

Record 3
Formula: C43H41BN13O3PrS
Source: the OMol25 dataset
Level of theory: wB97M-V/def2-TZVPD

Values from the calculation:
**LUMO energy (alpha / beta)**: -2.789 / -5.152 eV
**2S+1**: 4
**E**: -96351.0156 eV
**Net charge**: +1
**Frontier orbital gap (alpha / beta)**: 7.231 / 4.854 eV

XYZ file:
```
103
Properties=species:S:1:pos:R:3:lowdin_charge:R:1
Pr 0.02 -0.12 0.21 1.133
C 3.89 0.95 2.21 -0.017
O 4.76 1.39 1.16 -0.021
C 4.41 1.42 -0.13 -0.179
C 5.40 1.88 -0.98 0.018
C 5.19 1.95 -2.36 -0.022
C 3.98 1.57 -2.92 -0.019
C 2.94 1.11 -2.12 -0.095
C 1.70 0.77 -2.76 -0.067
N 0.65 0.37 -2.13 -0.097
N -0.40 0.01 -2.89 0.087
C -1.33 -0.73 -2.29 -0.457
O -1.17 -1.31 -1.16 -0.203
C -2.59 -0.97 -3.02 -0.162
C -3.75 -1.17 -2.27 -0.018
C -4.95 -1.42 -2.91 -0.062
C -4.99 -1.50 -4.30 -0.073
C -3.83 -1.33 -5.04 -0.070
C -2.63 -1.06 -4.41 -0.022
C 3.14 0.97 -0.68 -0.217
O 2.26 0.45 0.06 -0.117
H 4.43 1.18 3.13 0.108
H 3.71 -0.12 2.15 0.083
H 2.94 1.47 2.21 0.078
H 6.34 2.18 -0.54 0.132
H 6.00 2.31 -2.99 0.121
H 3.83 1.65 -3.99 0.123
H 1.67 0.84 -3.84 0.141
H -3.70 -1.10 -1.19 0.119
H -5.85 -1.55 -2.33 0.108
H -5.93 -1.71 -4.80 0.107
H -3.86 -1.42 -6.12 0.106
H -1.72 -0.91 -4.97 0.112
C -2.50 2.32 -2.15 -0.006
C -2.91 1.87 -0.78 -0.311
C -4.17 2.00 -0.18 0.001
C -3.99 1.57 1.11 -0.051
N -2.70 1.21 1.27 0.038
N -2.04 1.36 0.08 0.014
B -1.99 0.91 2.62 -0.631
N -1.94 -0.63 2.79 0.024
C -2.63 -1.43 3.63 -0.049
C -2.45 -2.73 3.21 0.009
C -1.64 -2.65 2.08 -0.308
C -1.16 -3.75 1.19 0.005
N -1.35 -1.37 1.83 -0.014
N -0.54 1.57 2.60 0.038
C -0.05 2.37 3.59 -0.044
C 0.84 3.26 3.05 0.010
C 0.88 2.95 1.68 -0.318
C 1.61 3.62 0.56 0.013
N 0.07 1.93 1.43 -0.052
N -2.72 1.55 3.80 -0.022
C -2.61 1.25 5.12 -0.115
C -3.12 2.30 5.84 -0.015
C -3.51 3.24 4.86 -0.342
C -4.11 4.59 5.07 -0.031
N -3.25 2.78 3.65 0.133
H -2.92 3.31 -2.35 0.089
H -1.42 2.37 -2.23 0.067
H -2.87 1.64 -2.92 0.075
H -5.07 2.38 -0.62 0.111
H -4.69 1.50 1.92 0.124
H -3.22 -1.04 4.44 0.113
H -2.85 -3.62 3.67 0.109
H -1.69 -4.67 1.42 0.088
H -1.31 -3.49 0.15 0.078
H -0.09 -3.93 1.34 0.072
H -0.39 2.29 4.61 0.122
H 1.39 4.02 3.57 0.113
H 1.31 4.67 0.52 0.096
H 2.69 3.58 0.68 0.084
H 1.34 3.15 -0.39 0.080
H -2.18 0.32 5.46 0.112
H -3.21 2.38 6.91 0.105
H -4.64 4.63 6.02 0.076
H -3.33 5.35 5.07 0.079
H -4.80 4.83 4.26 0.078
N 3.70 -3.12 -0.23 0.141
C 4.14 -3.03 -1.57 -0.238
C 5.48 -3.23 -1.86 -0.017
C 5.93 -3.15 -3.17 -0.073
C 5.05 -2.85 -4.19 -0.077
C 3.70 -2.63 -3.89 -0.092
C 3.25 -2.75 -2.59 -0.423
S 1.52 -2.54 -2.22 1.071
N 1.52 -2.28 -0.56 -0.251
C 2.50 -2.61 0.20 -0.343
C 2.33 -2.48 1.67 -0.210
C 2.98 -3.35 2.54 0.006
C 2.77 -3.22 3.90 -0.027
C 1.91 -2.22 4.35 -0.016
C 1.30 -1.41 3.41 -0.092
N 1.49 -1.53 2.09 0.080
H 4.42 -3.21 0.46 0.132
H 6.18 -3.46 -1.05 0.117
H 6.98 -3.33 -3.39 0.110
H 5.39 -2.78 -5.21 0.110
H 3.00 -2.38 -4.68 0.113
H 3.61 -4.14 2.16 0.120
H 3.25 -3.89 4.60 0.120
H 1.72 -2.08 5.40 0.117
H 0.61 -0.64 3.71 0.113
```

---

Record 4
Formula: C5H9N
Source: the OMol25 dataset
Level of theory: wB97M-V/def2-TZVPD

Values from the calculation:
**Energy above the lowest of the compared OMol25 structures with the same formula, charge and spin**: 1.522 eV
**LUMO energy**: 0.863 eV
**E**: -6819.4727 eV
**Frontier orbital gap**: 12.276 eV
**SMILES**: CC(C)CC#N

XYZ file:
```
15
Properties=species:S:1:pos:R:3:nbo_charge:R:1
C -0.25 1.55 0.20 -0.638
C -0.64 0.23 -0.32 -0.228
C 0.48 -0.32 -1.38 -0.624
C -0.63 -0.81 0.79 -0.447
C 0.84 -1.15 1.38 0.264
H 0.53 1.28 0.96 0.211
H 0.12 2.39 -0.38 0.233
H -1.05 2.13 0.72 0.219
H -1.64 0.18 -0.83 0.220
H 1.39 0.07 -0.98 0.215
H 0.64 -1.51 -1.34 0.203
H 0.41 -0.29 -2.47 0.228
H -1.11 -0.48 1.71 0.241
H -0.99 -1.74 0.30 0.252
N 1.89 -1.53 1.64 -0.349
```

---

> Which formula does entry 4 have?

C5H9N